Here is a 2-piece molecular cluster, C35H34N2O3S overall from the Open Molecules 2025 dataset. Energies are from the ωB97M-V functional and the def2-TZVPD basis.

The geometry in XYZ format:
```
75
Properties=species:S:1:pos:R:3:forces:R:3:mulliken_charge:R:1
S -0.6652 2.5383 -3.7654 0.579 -1.182 0.093 1.00
O -1.9643 2.8559 -3.1942 -0.424 0.304 -0.255 -0.68
O 0.1446 3.5914 -4.3373 -0.094 0.486 0.245 -0.69
O 0.6721 0.3011 1.3247 -0.792 -2.973 0.373 -0.59
N 1.3481 -1.7334 3.2759 -0.390 -1.290 -1.057 0.84
N 1.0708 -3.1041 1.5965 -0.087 -0.043 0.770 0.21
C 2.4888 1.3276 -1.6434 -0.275 0.609 0.008 -0.35
C -1.0903 1.5249 -5.2156 0.142 -0.390 -0.014 -0.46
C -4.7706 -2.0987 -2.7977 0.411 0.291 0.214 -0.50
C 2.6527 4.1099 -1.3168 0.115 -0.525 0.027 -0.63
C 1.1915 -0.6203 4.1648 0.159 0.835 0.871 -0.21
C -2.5628 -1.1127 -1.3134 -1.174 -0.202 -0.472 0.96
C 0.5637 -3.7430 0.3946 -0.152 -0.486 -0.776 -0.73
C 0.1158 -0.8193 1.3419 -1.043 3.675 -1.130 0.96
C -1.0641 0.9156 -7.5596 -0.063 -0.027 0.329 -0.51
C 2.1761 -2.8361 3.4867 -0.568 0.899 0.203 -0.38
C -2.5581 -0.2241 -6.0342 0.265 0.149 -0.182 -0.49
C 2.0010 -3.6826 2.4544 -0.435 0.263 -0.513 -0.75
C -1.4727 -0.5526 -0.5318 -0.830 -0.615 1.419 -0.08
C 2.1908 1.2920 5.2346 -0.281 -0.242 -0.249 -1.14
C -2.0818 -0.0221 -7.3340 0.126 0.050 0.276 -0.44
C 1.0883 1.4193 6.0832 0.122 -0.374 -0.334 0.67
C 0.0452 0.5024 5.9520 -0.014 -0.215 -0.387 -1.12
C 1.0095 2.5082 7.1045 0.034 0.276 0.261 -1.47
C 1.3525 2.1294 -1.9912 0.992 0.363 -0.061 1.23
C -0.5494 1.6839 -6.5011 -0.204 -0.093 0.261 -0.17
C 3.3916 0.2046 3.3003 0.561 0.340 -0.158 -1.28
C 0.0677 -0.5155 4.9930 0.333 -0.078 0.054 1.20
C 0.2199 1.5690 -2.6426 -0.608 0.516 -0.640 -1.51
C -4.3694 -0.7609 -2.9287 -0.171 -0.274 0.226 -0.48
C -2.0541 0.5535 -4.9978 -0.207 -0.310 -0.063 0.51
C -4.0565 -2.9507 -1.9332 0.135 0.216 0.000 -0.74
C -1.0618 -1.4942 4.8980 -0.505 -0.208 0.224 -1.42
C 3.6939 1.9101 -1.2444 -0.393 0.436 0.268 -0.59
C 3.7872 3.3085 -1.0846 0.038 -0.053 -0.128 -0.47
C 1.4610 3.5391 -1.7479 0.347 -0.345 0.099 -0.46
C -1.0885 -1.1825 0.6122 -0.010 0.532 -0.147 -1.91
C -2.9459 -2.4787 -1.2260 -0.148 0.430 -0.264 -0.28
C 0.6632 -1.9303 2.1120 2.830 -0.294 1.602 0.00
C 2.2414 0.2926 4.2540 0.001 -0.060 0.124 0.84
C -3.3228 -0.2647 -2.1455 0.314 -0.078 0.131 -0.88
H 2.4741 -4.6223 2.2355 -0.082 -0.046 -0.034 0.46
H -2.3555 -3.1546 -0.6008 -0.286 0.131 -0.281 0.18
H 4.0710 1.0373 3.5205 -0.016 -0.291 -0.214 0.43
H 2.6932 5.1944 -1.1563 0.068 -0.456 -0.092 0.35
H -0.7202 -2.5403 4.9102 -0.037 0.276 -0.035 0.31
H -0.8148 0.5669 6.6180 0.135 0.026 -0.157 0.39
H 1.2882 -4.4988 0.0747 -0.120 0.216 0.113 0.35
H 2.8154 -2.8971 4.3479 -0.047 -0.015 0.081 0.55
H -0.6640 1.0389 -8.5684 -0.102 0.023 0.324 0.35
H 3.0626 0.3079 2.2534 -0.001 -0.026 0.357 0.25
H 2.3874 0.2509 -1.7834 0.233 0.144 -0.050 0.36
H 0.8726 2.1139 8.1155 0.042 -0.062 -0.106 0.35
H -3.3103 -0.9840 -5.8151 0.153 0.181 -0.152 0.40
H -0.3986 -4.2429 0.5782 0.332 0.219 0.107 0.31
H -1.7025 -1.9505 1.0964 0.363 -0.199 -0.605 0.73
H -1.7166 -1.3487 5.7667 0.069 -0.157 -0.286 0.45
H 4.5740 1.2838 -1.0537 -0.347 0.208 -0.078 0.37
H -2.4088 0.3912 -3.9870 0.102 0.185 -0.463 -0.31
H 1.9170 3.1113 7.0984 -0.042 0.010 0.025 0.37
H 0.4234 -3.0232 -0.4178 0.128 -0.077 0.297 0.32
H -1.1053 0.4435 -0.7605 0.606 -0.138 -0.502 0.81
H -2.4922 -0.6188 -8.1494 0.190 0.215 0.118 0.36
H -4.8628 -0.1017 -3.6527 0.116 -0.236 0.455 0.52
H 3.9634 -0.7326 3.3895 -0.180 0.269 0.020 0.28
H 3.0313 1.9816 5.3146 -0.248 -0.091 -0.035 0.31
H -3.0443 0.7967 -2.1812 -0.136 -0.340 -0.098 0.53
H -4.3649 -3.9941 -1.8294 0.153 0.336 -0.050 0.38
H -1.6800 -1.3491 3.9977 0.231 0.007 0.202 0.21
H 0.2623 2.3958 -6.6564 -0.317 -0.112 0.036 0.43
H -5.6318 -2.4704 -3.3651 0.451 0.100 0.225 0.39
H 4.7405 3.7817 -0.8204 -0.389 -0.281 -0.018 0.33
H 0.6075 4.1902 -1.9251 0.155 -0.254 0.008 0.40
H 0.1620 3.1739 6.9154 0.086 -0.082 -0.079 0.33
H -0.0321 0.5182 -2.6069 0.103 0.005 -0.276 0.78
```
Positions in Å, forces in eV/Å.

E_HOMO: -4.85 eV


Here is C35H34O4PRuS as an isolated structure from the Open Molecules 2025 dataset. Energies are from the ωB97M-V functional and the def2-TZVPD basis.

The geometry in XYZ format:
```
76
Properties=species:S:1:pos:R:3:forces:R:3:mulliken_charge:R:1
Ru -0.0848 1.3394 0.8911 -0.139 -0.073 2.563 0.93
S 0.7099 0.5446 3.0338 -0.517 0.799 0.124 -0.21
P 1.1838 -1.4358 -1.4221 0.047 -0.178 0.506 0.08
O -0.8194 4.9378 3.0481 0.164 -0.252 0.041 -0.79
O 1.1584 -0.0479 1.3808 0.285 -0.370 -1.373 -0.61
O 0.4937 -0.2113 -0.9800 0.103 0.398 -1.061 0.43
O -0.4897 3.0848 1.9114 0.600 -0.040 -0.219 -0.46
C -1.7825 2.2466 -1.3611 0.174 -0.123 -0.163 0.30
C 5.5948 -1.7258 -0.1531 -0.024 -0.041 -0.007 -0.36
C 0.3374 -2.8899 -0.7553 0.038 -0.058 0.038 0.59
C -0.9792 2.6826 -2.5538 -0.108 0.068 -0.026 -1.71
C 1.2472 -1.7121 -3.2232 0.153 0.161 0.019 0.32
C 1.3020 -1.9987 -6.0001 -0.002 0.009 0.051 -0.45
C -2.1647 -0.1554 -2.2190 0.349 0.143 -0.057 -1.16
C 2.3570 -1.2944 -3.9562 -0.059 -0.008 -0.156 -0.78
C -0.1663 3.0537 4.3093 0.061 0.016 0.017 0.10
C 5.0411 -2.7346 -0.9366 -0.009 0.031 0.015 -0.69
C -0.2631 -5.2235 -0.6925 0.011 0.033 0.000 -0.76
C -2.1003 4.5213 -0.1449 -0.030 0.103 0.058 -1.69
C 3.7138 -2.6489 -1.3236 0.000 -0.001 -0.009 -0.12
C 0.4186 -4.1748 -1.2925 -0.015 0.030 0.064 -0.09
C -0.2832 3.8135 5.4811 -0.003 -0.032 -0.020 -0.49
C 0.6040 1.2192 5.6423 -0.023 -0.017 0.053 -0.95
C 4.8188 -0.6475 0.2396 -0.014 0.021 0.002 -0.78
C 2.3862 -1.4389 -5.3378 -0.027 0.005 0.065 -0.67
C -3.5979 2.5836 1.8868 0.030 0.090 0.037 -2.07
C 2.9332 -1.5589 -0.9366 -0.074 -0.108 -0.021 0.32
C -2.2354 3.0383 -0.2746 0.317 -0.163 -0.163 0.52
C -0.4269 -2.6521 0.3888 0.043 -0.116 -0.045 -0.57
C -2.9056 2.1862 0.6210 0.040 -0.227 -0.014 1.28
C 3.4848 -0.5570 -0.1471 0.106 0.004 -0.110 -0.64
C 0.2754 1.7295 4.3706 -0.323 -0.133 -0.069 0.45
C -1.1026 -3.7111 0.9851 0.007 0.065 -0.005 -0.80
C 0.1548 -2.2445 -3.8989 -0.278 -0.096 -0.025 0.05
C -2.2539 0.9263 -1.1751 0.085 -0.243 -0.142 1.41
C -3.5231 -0.3245 0.7224 -0.029 0.084 0.025 -2.16
C 0.4730 1.9641 6.7940 0.027 0.042 -0.035 -0.47
C 0.1839 -2.3952 -5.2783 -0.012 0.014 0.019 -0.87
C 0.0192 3.2872 6.7233 0.020 -0.061 -0.065 -0.49
C -2.9012 0.8812 0.0745 -0.228 -0.298 -0.091 0.24
C -0.4968 3.7336 3.0112 -0.371 0.469 -0.102 0.38
C -1.0232 -4.9877 0.4479 0.001 -0.003 -0.001 -0.47
H 3.2548 -1.1073 -5.8937 -0.009 -0.003 -0.006 0.40
H -1.6906 -3.5261 1.8753 -0.005 0.000 -0.011 0.46
H -3.0763 4.9882 0.0385 -0.019 -0.002 -0.020 0.22
H -4.5507 -0.1272 1.0520 -0.017 -0.019 -0.001 0.45
H 6.6308 -1.7921 0.1589 0.005 0.001 -0.002 0.35
H -0.7386 -2.5229 -3.3427 0.184 -0.001 -0.097 0.41
H -0.2062 -6.2204 -1.1145 0.002 0.012 0.004 0.38
H 1.0015 -4.3573 -2.1889 -0.008 0.008 0.010 0.34
H -3.5603 -1.1749 0.0370 0.018 -0.018 -0.014 0.37
H 1.3206 -2.1114 -7.0775 0.006 -0.002 0.001 0.37
H -0.8304 3.7649 -2.5601 0.020 0.000 -0.011 0.40
H -0.4533 -1.6486 0.8055 0.018 -0.004 0.020 0.67
H -4.6624 2.8095 1.7189 -0.013 -0.014 0.019 0.27
H -0.6765 -2.8096 -5.7897 0.011 0.006 0.000 0.40
H -3.5532 1.7825 2.6298 0.030 0.025 0.036 0.35
H 0.0129 2.2178 -2.5712 0.002 -0.024 -0.012 0.10
H 2.8467 0.2472 0.1942 -0.091 0.043 0.096 0.55
H 0.9751 0.1969 5.6931 -0.026 0.005 0.017 0.35
H 0.7263 1.5221 7.7539 -0.007 0.004 0.017 0.31
H -1.4541 4.8084 0.6869 0.010 -0.019 -0.001 0.16
H -3.1467 3.4732 2.3324 0.037 -0.034 -0.016 0.48
H -0.6253 4.8361 5.3783 0.011 -0.020 -0.049 0.39
H -1.1236 -0.3348 -2.5439 -0.517 0.136 0.166 -0.04
H -2.5766 -1.1049 -1.8645 0.059 -0.033 0.055 0.27
H -1.5570 -5.8068 0.9171 0.005 0.013 -0.004 0.35
H -1.7048 4.9604 -1.0653 0.016 0.021 0.012 0.44
H -2.7216 0.1103 -3.1301 -0.082 0.028 0.017 0.39
H -1.4678 2.4139 -3.5004 -0.021 0.011 -0.025 0.30
H 3.2001 -0.8442 -3.4490 0.023 -0.028 0.035 0.43
H 3.2856 -3.4345 -1.9365 -0.007 -0.006 -0.003 0.23
H -0.0867 3.8907 7.6180 0.000 -0.013 0.022 0.34
H -2.9635 -0.6454 1.6088 -0.003 -0.014 0.034 0.19
H 5.2391 0.1274 0.8687 -0.002 -0.004 -0.009 0.42
H 5.6416 -3.5841 -1.2402 -0.002 0.001 0.003 0.39
```
Positions in Å, forces in eV/Å.

Energy relative to the best compared isomer or geometry (same formula, charge and spin): 50.6 kcal per mole
E_HOMO (alpha / beta): -0.13 / -0.15 eV
Multiplicity: 2
Charge: -2


Here is C35H35Cl3N4O4RuS7 as an isolated structure from the Open Molecules 2025 dataset. Energies are from the ωB97M-V functional and the def2-TZVPD basis.

The geometry in XYZ format:
```
89
Properties=species:S:1:pos:R:3:forces:R:3:mulliken_charge:R:1
Ru -0.0910 2.2849 -0.0488 -0.051 0.124 0.011 0.73
Cl 0.3787 -4.5045 6.2736 0.005 -0.004 0.012 -0.24
Cl 0.6154 -2.1268 1.4750 -0.063 -0.006 0.014 0.08
Cl -1.7285 -7.6463 1.0704 0.024 0.007 -0.001 -0.22
S 1.0982 3.9993 -1.0990 0.023 -0.008 -0.012 -0.53
S -2.4257 6.4846 -0.8195 0.054 -0.037 -0.005 -0.11
S -0.2195 1.8803 -3.1847 -0.007 0.060 0.018 0.29
S -1.9255 3.7055 0.2555 0.003 -0.005 0.002 -0.49
S 1.0264 -6.7706 0.3234 -0.036 -0.045 -0.045 -0.25
S -1.7636 8.9755 -2.3140 -0.009 0.023 -0.010 -0.31
S 0.1781 6.7405 -1.9832 -0.053 -0.043 0.042 -0.09
O -2.9682 -4.4668 0.5519 -0.020 0.161 -0.284 -0.42
O -0.1217 -1.1781 -1.4630 0.028 -0.057 0.017 -0.19
O -0.9879 1.7425 -1.8677 0.019 -0.178 -0.014 -0.24
O 0.6441 2.6882 1.7366 -0.030 0.061 0.037 -0.92
N 1.7797 1.2168 -0.0886 -0.043 -0.059 0.015 1.13
N 2.5781 1.7210 0.9541 0.090 -0.072 -0.084 -0.64
N -1.2135 0.7987 0.9496 -0.020 0.059 -0.069 0.99
N -2.5195 -0.9098 1.3150 -0.188 0.029 -0.057 0.46
C -1.6072 -4.6797 4.4461 0.021 -0.025 0.062 -0.99
C 3.9976 0.6562 -0.8995 -0.027 -0.020 0.033 -1.47
C -1.5320 -3.6019 2.2769 0.153 0.070 -0.040 -0.16
C 1.2685 -5.4002 -0.6770 0.079 0.052 0.056 -0.06
C -1.3594 7.4795 -1.7358 0.018 -0.007 0.001 0.12
C -0.3264 0.4099 -5.5035 -0.006 -0.007 -0.024 -1.35
C -2.1769 -4.3971 3.2183 -0.052 0.010 -0.017 -0.51
C 2.4861 0.5627 -0.9793 0.009 -0.022 -0.053 0.42
C -2.2215 -3.3223 0.9575 -0.011 -0.037 0.162 1.87
C -0.3575 -4.1575 4.7357 -0.040 -0.036 0.029 0.33
C 0.0953 -4.8130 -1.0247 -0.064 -0.024 0.051 0.33
C 2.0082 3.8936 3.8057 -0.008 0.011 0.002 -0.40
C -1.9279 -0.1385 0.3806 0.093 -0.076 0.036 -1.14
C -1.3463 0.6445 2.3078 -0.091 0.016 0.047 -1.19
C -0.2677 -3.0993 2.5996 -0.107 -0.088 -0.082 1.00
C -1.0548 0.6443 -4.1909 -0.069 0.053 0.016 0.10
C -1.3623 5.1108 -0.5958 0.106 0.059 -0.061 0.23
C 1.9205 2.4241 1.8051 0.071 -0.056 -0.039 0.77
C -2.3508 3.6301 -3.6600 -0.077 0.035 0.008 -1.01
C 3.9881 4.0759 5.1597 0.000 -0.005 -0.005 -0.39
C 2.6753 4.4366 4.8952 0.005 0.003 0.003 -0.70
C -0.8853 3.3764 -3.9516 0.072 0.026 -0.056 -0.39
C -1.0463 -5.4887 -0.4956 0.010 -0.017 -0.146 -0.91
C -2.4619 -5.0078 -0.6668 0.132 -0.181 0.213 -0.87
C 0.9693 -2.0642 -3.3685 0.079 -0.064 0.000 -1.78
C -0.1320 5.2338 -1.1448 -0.105 0.052 0.027 -0.06
C 0.8966 -1.0884 -2.1875 0.029 -0.034 -0.064 0.86
C 2.6511 2.9854 2.9715 -0.026 -0.003 0.047 0.46
C 3.9701 2.6257 3.2397 -0.003 -0.003 0.001 -0.36
C 2.0169 -0.2597 -2.0535 -0.009 0.033 0.077 -1.18
C 4.6339 3.1691 4.3264 -0.002 0.006 0.009 -0.64
C 0.3227 -3.3729 3.8268 0.007 0.034 -0.048 -0.90
C -3.2063 -2.1494 1.0341 0.096 -0.057 0.090 -1.96
C -0.6728 -6.5693 0.2463 -0.063 0.072 -0.011 0.83
C -2.1596 -0.4171 2.5510 0.097 0.017 0.028 -0.58
H -2.5427 3.5458 -2.5905 -0.004 -0.003 0.006 0.10
H -2.0922 0.9567 -4.3275 0.059 -0.018 0.010 0.62
H -2.6071 4.6429 -3.9753 -0.008 -0.012 0.008 0.38
H 0.7136 0.1371 -5.3235 0.002 0.006 0.001 0.25
H -0.2566 4.1718 -3.5527 -0.037 0.004 -0.022 0.17
H 2.7842 -0.4568 -2.7911 0.003 0.021 0.001 0.15
H -3.1423 -4.8182 2.9646 0.029 0.013 0.003 0.47
H -1.0445 -0.2336 -3.5464 -0.010 -0.030 -0.007 -0.47
H -0.0092 -2.1478 -3.8413 -0.061 -0.009 -0.030 0.39
H 4.4443 0.2215 -1.7918 -0.005 0.009 0.013 0.49
H 4.5090 4.5005 6.0092 0.002 0.000 0.001 0.36
H -1.4625 -3.0738 0.2140 0.003 0.114 -0.049 -0.72
H 4.4568 1.9202 2.5804 0.005 -0.005 -0.003 0.43
H -2.4917 -4.2520 -1.4579 -0.011 0.010 -0.020 0.23
H -2.4991 -0.8707 3.4656 -0.001 0.005 0.000 0.46
H 0.0236 -3.8964 -1.5972 -0.026 -0.036 0.058 0.04
H -3.9587 -2.3387 1.8017 0.029 0.014 0.013 0.31
H 1.7144 -1.7853 -4.1136 -0.015 0.006 -0.009 0.44
H -0.3433 1.2932 -6.1442 -0.005 -0.009 0.002 0.37
H -0.7996 -0.4057 -6.0518 0.007 0.005 0.000 0.40
H 2.2709 -5.0799 -0.9158 -0.045 0.009 0.004 0.43
H -3.1306 -5.8249 -0.9398 0.010 0.013 0.065 0.49
H 1.2996 -2.9732 4.0576 -0.005 -0.001 -0.003 0.54
H -1.9774 -0.3163 -0.6796 -0.029 0.003 0.021 0.69
H -3.7166 -2.0551 0.0766 0.002 -0.022 -0.038 0.39
H -0.8512 1.3148 2.9868 -0.004 0.014 0.015 0.73
H 5.6598 2.8851 4.5274 0.000 0.001 0.001 0.39
H -2.1170 -5.3020 5.1682 0.007 0.001 0.003 0.44
H 4.3182 1.6897 -0.7811 -0.003 0.018 0.010 0.33
H 2.1684 5.1476 5.5360 0.000 -0.001 0.000 0.39
H 0.9874 4.1710 3.5791 0.003 -0.001 0.005 0.44
H -0.6694 3.2756 -5.0195 0.012 0.017 0.017 0.58
H 1.2297 -3.0594 -2.9977 0.040 0.055 -0.030 0.39
H 4.3592 0.1135 -0.0253 0.003 0.001 0.006 0.20
H -3.0069 2.9365 -4.1892 0.009 0.011 0.008 0.33
```
Positions in Å, forces in eV/Å.

Energy relative to the best compared isomer or geometry (same formula, charge and spin): 9.0 kcal per mole
E_HOMO (alpha / beta): -4.06 / -4.23 eV
Multiplicity: 2
Charge: -1


Calculated M in order - 562.7, 682.8, 1007.6 g/mol
Calculated max |F| in order - 0.0775, 0.0499, 0.0064 Eh/bohr